1.
Density functional theory data (ωB97M-V with the def2-TZVPD basis set) for a structure of composition C29H40GeN4O3Pt.

**<S²>**: 0.86
**Multiplicity**: 2
**Net charge**: +3
**Orbital gap (spin up / spin down)**: 5.33 / 5.22 eV

Element x y z (Å)
Pt (-0.46675, 0.06046, 0.30076)
Ge (2.15932, -1.12139, 0.93358)
O (1.52906, 0.14050, -0.44640)
O (0.42365, -1.80176, 0.49072)
O (1.02259, 0.01687, 2.05654)
N (-2.01201, 1.42304, -0.12678)
N (-2.64105, 1.97852, 0.77864)
N (-0.98850, -0.01318, -2.11155)
N (-1.69095, 0.22016, 1.98114)
C (-3.45791, 1.93386, -4.03961)
C (-2.56430, 0.92589, -3.75484)
C (-3.79023, 2.86527, -3.05830)
C (-3.29237, 2.75008, -1.75185)
C (-0.11412, -3.10422, 0.98666)
C (1.07929, -2.12186, -4.95880)
C (0.24460, -1.94312, -2.71665)
C (3.40304, 1.76243, -0.45940)
C (0.87189, -2.67457, -3.67974)
C (-0.26394, -0.64069, -3.03380)
C (-3.21393, 1.73949, 3.06719)
C (-2.48958, 1.32530, 1.97894)
C (-2.41352, 1.74709, -1.46233)
C (0.43130, -4.17774, 0.05279)
C (1.00100, 0.62256, 4.42636)
C (0.40352, -3.38767, 2.39458)
C (1.30090, 2.22992, -1.71049)
C (-1.64426, -0.50282, 3.08276)
C (2.87536, 0.41412, -2.44173)
C (1.07422, 2.38859, 2.68393)
C (-2.37381, -0.15889, 4.23075)
C (2.26573, 1.14199, -1.25126)
C (3.05893, 0.89220, 3.12018)
C (-1.95139, 0.86404, -2.47274)
C (1.53765, 0.98272, 3.04826)
C (0.03245, -0.06318, -4.32718)
C (-3.15253, 0.97175, 4.23327)
C (-1.63576, -3.08480, 0.91263)
C (0.68288, -0.80876, -5.26707)
H (0.14940, -2.60828, 3.10276)
H (1.21376, -3.67901, -3.46701)
H (3.30227, 1.13303, -3.14244)
H (-0.05269, -4.15220, -0.92417)
H (0.75444, 1.93281, -2.60764)
H (-2.36850, 0.14679, -4.47831)
H (-2.05278, -3.88187, 1.52661)
H (4.07770, 0.99369, -0.07749)
H (-0.00849, 2.39575, 2.53112)
H (1.52793, 1.20114, 5.18430)
H (-3.60588, 3.43127, -0.97223)
H (3.44147, 1.64998, 3.80267)
H (1.16053, -0.43845, 4.63395)
H (-0.20302, 0.97582, -4.51700)
H (-3.92693, 1.98367, -5.01327)
H (-3.71507, 1.25861, 5.11211)
H (0.24452, -5.15926, 0.48817)
H (-1.98164, -3.23538, -0.11168)
H (-3.83006, 2.62493, 2.98500)
H (1.49351, -3.47027, 2.39034)
H (-0.05857, 0.85327, 4.51393)
H (1.59086, -2.70949, -5.71323)
H (1.31459, 3.08885, 3.48264)
H (3.67007, -0.25903, -2.11410)
H (-4.48765, 3.66028, -3.29159)
H (1.84087, 3.14701, -1.93761)
H (1.54537, 2.73984, 1.76632)
H (3.52240, 1.05407, 2.15250)
H (1.51004, -4.06710, -0.08211)
H (0.00534, -4.33240, 2.76004)
H (3.98072, 2.41131, -1.11690)
H (-2.04092, -2.14096, 1.26544)
H (0.58124, 2.45561, -0.91785)
H (3.36814, -0.08710, 3.49284)
H (0.05950, -2.33522, -1.72980)
H (2.12142, -0.17507, -2.95803)
H (3.04058, 2.36633, 0.36745)
H (-1.03314, -1.38260, 3.05844)
H (0.91683, -0.38399, -6.23414)
H (-2.30864, -0.79857, 5.10084)

=====

2.
Density functional theory data (ωB97M-V with the def2-TZVPD basis set) for a cluster of 2 separate species, C29H40IN2O5 in total.

**Multiplicity**: 1
**Net charge**: -1
**Orbital gap**: 1.76 eV

Element x y z (Å)
I (-4.18832, 1.01467, -5.23921)
O (0.88693, 7.39088, 2.05515)
O (-0.64800, 5.79603, 2.05325)
O (-0.63847, -0.94415, 1.12933)
O (0.93202, 5.61624, 0.73067)
O (-5.77494, 1.95415, 1.75287)
N (-1.76537, -0.26430, -3.69401)
N (-1.12935, -0.79560, -2.64929)
C (-3.94390, -1.10988, 1.78984)
C (0.45201, -0.02008, 1.25205)
C (-3.02272, -0.70433, -0.90393)
C (2.97229, 1.95654, 1.50480)
C (-3.67050, -0.95594, 0.50210)
C (4.13044, -2.54279, -0.63037)
C (0.32179, 1.52591, 0.87169)
C (-0.90353, 3.56181, -0.44379)
C (3.90187, -4.07189, -0.10428)
C (-0.58883, -1.68128, -0.12320)
C (-1.50133, -1.06587, -1.29053)
C (1.40689, -0.20727, -2.36465)
C (1.88097, -0.48229, 1.73943)
C (0.30392, -1.20198, -2.98661)
C (3.13958, 0.44060, 1.86796)
C (-2.13665, 2.38067, 1.57136)
C (0.41639, 6.32759, 1.63684)
C (3.03965, -2.32888, -1.83735)
C (-3.80968, -0.05505, -2.12777)
C (-3.12890, 0.14881, -3.50852)
C (1.56577, 2.49887, 1.01855)
C (-6.21633, 1.20233, 0.56249)
C (4.25549, -4.28620, 1.45589)
C (2.87781, -4.26362, 2.33955)
C (4.61270, -0.04608, 2.33615)
C (-5.38220, 1.59136, -0.75714)
C (2.90457, -0.79066, -2.29418)
C (-5.33813, 0.40961, -1.88400)
C (-1.06608, 2.15685, 0.36803)
H (-7.33833, 1.43423, 0.34696)
H (1.44789, 0.71585, -3.07620)
H (5.20708, -2.32667, -0.95834)
H (3.45925, -0.54081, -3.28803)
H (-6.16978, 0.09551, 0.85645)
H (-1.07781, 4.47160, 0.23011)
H (4.58223, -4.72948, -0.78201)
H (2.00221, -3.85666, 1.69131)
H (0.51641, -1.82892, -0.38361)
H (-1.01150, -2.74594, 0.09500)
H (3.87601, 2.64904, 1.61648)
H (2.95199, -3.53284, 3.23827)
H (-5.44563, 1.29515, 2.41318)
H (-5.90318, -0.48619, -1.41925)
H (-1.54290, 1.41904, -0.37145)
H (0.46926, -1.19807, -4.13884)
H (0.98811, 0.19402, -1.37140)
H (3.46232, -0.15958, -1.48695)
H (1.99753, -1.58486, 2.02641)
H (-4.29351, 1.82235, -0.41225)
H (0.08676, 3.57910, -1.02592)
H (2.07601, -2.82212, -1.46352)
H (2.57294, -5.29719, 2.73130)
H (4.64797, -5.38020, 1.55067)
H (1.52992, 3.63762, 0.79248)
H (-3.08515, 2.95141, 1.21957)
H (5.34764, 0.74892, 1.90751)
H (4.89539, -1.07070, 1.87931)
H (5.06207, -3.57749, 1.86863)
H (4.71257, -0.15694, 3.48042)
H (-1.74329, 3.54586, -1.25458)
H (3.45239, -2.92611, -2.74902)
H (3.84479, -1.86022, 0.27146)
H (-1.67254, 2.98811, 2.45037)
H (-4.09210, -1.47944, 2.87521)
H (0.38920, -2.29809, -2.66381)
H (-2.48901, 1.35392, 1.96494)
H (-5.89904, 0.68982, -2.84258)
H (2.82498, -4.45047, -0.26263)
H (-5.78702, 2.56268, -1.25480)

=====

3.
Density functional theory data (ωB97M-V with the def2-TZVPD basis set) for an isolated molecule of C29H40N4O2.

**Energy relative to the best compared isomer or geometry (same formula, charge and spin)**: 1.9 kcal per mole
**Multiplicity**: 1
**Orbital gap**: 8.75 eV
**Structure (SMILES)**: CCCC(CCC)C(=O)Nc1ccc2c(c1)N(C(=O)CN1CCN(C)CC1)c1ccccc1CC2

Element x y z (Å)
O (-1.89599, 2.86186, 1.21382)
O (2.24758, -3.92056, -1.48812)
N (1.25501, -1.97010, -2.00018)
N (3.90919, 1.51373, 1.03399)
N (-1.57265, 0.63780, 0.83616)
N (2.55021, -0.87395, 0.29657)
C (-0.17115, -0.59108, -0.65373)
C (-3.80929, 0.68416, 5.64943)
C (0.53053, 1.66651, -2.01589)
C (-2.09987, 1.70443, 1.50333)
C (-0.16196, -3.85867, -4.85428)
C (-2.98011, 1.29286, 2.68000)
C (2.23567, -2.28397, 0.24981)
C (4.16610, 2.93657, 1.01003)
C (1.70305, -1.84892, -4.37622)
C (-2.17834, 0.45219, 3.69492)
C (1.44434, -2.27320, -5.66995)
C (0.51663, -3.27273, -5.90874)
C (-6.31898, 0.72159, 0.75854)
C (-2.38631, 0.89101, 5.14608)
C (1.91450, -2.80169, -1.15123)
C (-0.32764, 1.77739, -0.94366)
C (2.37636, -0.28783, 1.61062)
C (2.69541, -0.77682, -4.04917)
C (-5.06881, 1.44627, 1.24144)
C (2.57466, 1.22075, 1.52171)
C (1.08920, 0.45583, -2.42279)
C (0.99980, -2.43166, -3.32744)
C (-0.69494, 0.62794, -0.24954)
C (3.88944, -0.59284, -0.17936)
C (0.07630, -3.43682, -3.55772)
C (-4.23378, 0.56807, 2.17170)
C (1.98799, 0.51460, -3.63471)
C (0.75285, -0.68315, -1.68932)
C (4.08331, 0.91489, -0.27581)
H (-0.46814, -1.49637, -0.14382)
H (-5.35698, 2.35707, 1.77001)
H (-2.11696, 1.94489, 5.24050)
H (-6.94300, 0.43192, 1.60155)
H (3.05492, -2.91730, 0.63183)
H (-0.71859, 2.73478, -0.64437)
H (-4.46495, 1.74489, 0.38199)
H (-6.90344, 1.36346, 0.10434)
H (-6.05178, -0.17687, 0.20595)
H (4.06429, 3.33290, 2.01914)
H (4.65211, -1.01300, 0.50013)
H (-1.70173, 0.31880, 5.77716)
H (0.79242, 2.56083, -2.56399)
H (-4.84409, 0.27025, 3.02604)
H (-3.28879, 2.22847, 3.15546)
H (4.01824, -1.04978, -1.16269)
H (-4.10965, -0.35518, 5.53203)
H (-0.87805, -4.64486, -5.04022)
H (-3.95105, -0.34532, 1.64017)
H (1.37677, 0.85461, -4.47863)
H (-0.43996, -3.88944, -2.72521)
H (5.18624, 3.10814, 0.66930)
H (-2.45145, -0.60256, 3.60220)
H (2.46248, 1.66229, 2.51504)
H (3.32080, -0.56807, -4.91928)
H (3.34437, -1.11743, -3.23928)
H (5.09487, 1.13222, -0.62741)
H (1.98282, -1.82665, -6.49365)
H (3.09508, -0.70381, 2.33793)
H (1.80031, 1.64448, 0.85789)
H (-1.79230, -0.27700, 1.20425)
H (1.36229, -0.49712, 1.96085)
H (0.32855, -3.60018, -6.92045)
H (3.47512, 3.48133, 0.34750)
H (1.36223, -2.47734, 0.87938)
H (2.74565, 1.28484, -3.46054)
H (-1.11038, 0.54097, 3.47495)
H (-3.87274, 0.93925, 6.70471)
H (-4.51106, 1.31363, 5.10886)
H (3.35725, 1.32384, -0.99990)

=====

Which of these has the highest multiplicity?
C29H40GeN4O3Pt

=====

What is the multiplicity in the second record?
1

=====

The highest multiplicity belongs to which entry?
C29H40GeN4O3Pt